120
Properties=species:S:1:pos:R:3:forces:R:3 method="wB97M-V/def2-TZVPD" e_above_lowest_kcal_mol=91.8 homo_lumo_gap_ev="2.06 / 9.67" spin_multiplicity=2 total_charge=-1 energy_ha=-3057.40631 max_force_ha_per_bohr=0.0892
H -1.257 2.055 4.192 1.41 0.81 -0.22
H -2.409 1.280 4.285 -1.21 -0.76 -0.04
O -1.516 1.238 4.598 -0.22 -0.10 0.27
H 2.998 -1.803 -4.156 -0.24 -0.09 0.39
H 2.327 -2.639 -5.278 0.13 -0.14 0.29
O 2.645 -1.765 -5.043 0.03 0.30 -0.86
H -4.355 -1.275 -0.321 1.08 -1.26 0.37
H -4.979 -0.174 -0.904 -0.66 0.47 0.40
O -4.841 -0.530 -0.009 -0.72 0.86 -0.42
H -1.768 -4.501 2.972 -0.19 2.57 3.79
H -1.180 -3.684 4.339 -0.49 -0.65 -0.76
O -2.004 -3.875 3.845 0.78 -2.49 -2.94
H -0.262 -0.024 -3.524 -0.19 0.27 -0.74
H 0.401 1.427 -3.811 -0.09 0.80 -1.54
O 0.308 0.693 -3.240 0.45 -0.87 2.20
H 2.872 2.072 2.017 -0.16 -0.47 0.39
O 3.831 2.023 2.136 0.14 0.62 -0.32
H -0.113 -1.558 0.515 -0.80 -0.89 0.80
O 0.427 -1.201 -0.172 -0.19 -0.20 -0.84
H 5.339 2.316 -1.259 1.00 1.27 1.69
H 5.958 3.041 0.097 -0.64 -0.65 1.08
O 5.931 3.013 -0.842 -0.45 -0.69 -2.75
H -0.214 5.998 0.962 -0.27 -0.40 0.21
H -0.724 4.906 1.950 -1.06 0.03 0.27
O -0.064 5.577 1.821 0.90 0.75 -0.02
H 0.257 -4.587 -0.520 -0.14 0.77 -0.57
H -0.264 -3.479 -1.542 0.83 0.30 -0.32
O -0.512 -4.200 -0.980 -1.07 -1.22 0.87
H 3.340 -0.298 0.792 0.30 1.08 -0.64
H 3.111 -1.718 0.964 -0.51 0.94 0.78
O 2.744 -0.842 1.292 0.71 -2.13 0.01
H 3.166 2.224 0.191 0.18 0.08 0.30
O 2.473 2.290 -0.466 0.05 0.12 -0.82
H 1.463 3.300 5.662 0.91 0.12 -0.51
H 0.930 4.657 4.872 0.66 -1.14 0.53
O 0.757 3.901 5.467 -1.65 1.02 -0.12
H -1.120 2.606 -5.127 -0.99 -0.65 0.11
H 0.147 2.381 -6.015 -0.04 -0.58 -0.34
O -0.283 2.948 -5.386 1.03 1.02 0.15
H -0.299 3.589 1.027 -0.66 -0.14 -1.00
H 0.981 3.461 1.593 -0.40 -1.24 -0.26
O 0.353 2.889 1.073 0.68 2.15 0.82
H 3.406 3.641 -3.562 0.98 0.13 0.02
H 2.903 3.013 -2.140 -0.03 0.41 -0.97
O 2.670 3.365 -3.043 -1.19 -0.59 0.97
H 4.788 -2.713 1.575 0.47 0.43 0.88
H 5.521 -2.314 0.223 0.03 0.14 0.69
O 4.888 -2.886 0.653 -1.61 -1.95 -2.15
H -2.477 3.106 -0.408 0.01 1.17 -0.89
H -4.042 3.454 -0.026 1.17 -0.04 -0.44
O -3.245 2.909 0.111 -1.25 -0.82 1.07
H -3.543 -3.601 2.293 -0.48 0.44 0.61
O -3.645 -3.485 1.352 0.00 -1.26 -1.80
H 3.763 -1.734 -1.666 -0.91 -0.76 0.26
H 4.948 -1.011 -2.163 0.01 0.32 0.27
O 4.323 -1.008 -1.421 1.03 0.67 -0.56
H -3.946 0.764 -4.768 -0.31 -0.48 0.88
O -4.136 0.903 -3.825 0.64 1.07 -0.35
H -2.654 -1.829 2.171 0.82 -0.04 0.24
H -4.018 -1.340 2.133 1.00 -0.15 1.66
O -3.327 -1.611 2.819 -2.34 1.88 -1.06
H -2.973 3.095 2.022 -0.58 -1.43 -0.34
H -2.989 3.325 3.671 -0.09 0.06 -2.10
O -2.845 3.674 2.753 1.19 2.05 2.49
H 2.822 -5.013 1.981 0.65 0.37 0.20
H 4.305 -4.773 2.336 -0.19 0.27 -0.05
O 3.501 -4.296 2.048 -1.04 -1.44 0.47
H 0.765 -1.923 -1.660 1.43 -0.45 0.13
H 1.921 -2.996 -2.282 0.44 -1.04 1.43
O 1.273 -2.331 -2.410 -1.97 1.64 -1.93
H 6.472 -0.617 0.356 0.50 -0.30 0.03
H 5.921 -0.848 1.680 -0.13 -0.27 0.67
O 6.538 -1.278 1.074 1.19 2.25 -0.42
H -4.332 -1.401 -2.507 -0.94 -1.49 -0.29
H -6.004 -1.803 -2.920 1.64 0.20 0.43
O -5.274 -1.164 -2.773 -0.60 0.42 0.17
H 1.069 0.082 2.570 -0.18 -1.26 0.43
H -0.093 0.842 1.897 -1.18 -0.22 0.14
O 0.797 0.897 2.190 1.76 1.07 0.07
H -0.363 -1.943 3.542 -0.56 1.51 0.22
H -1.519 -0.917 3.639 0.16 0.05 -0.15
O -0.806 -1.213 3.054 0.71 -1.03 0.05
H -1.257 0.325 -0.137 -1.21 0.25 -0.30
H -2.869 0.803 -0.123 1.45 -0.56 0.32
O -2.174 0.143 0.144 -0.23 0.24 0.13
H 2.155 -3.144 -0.119 -0.26 0.59 0.34
H 3.140 -4.284 -0.011 0.04 0.37 -0.17
O 2.403 -3.953 -0.558 0.30 -0.91 -0.28
H 2.275 -1.611 4.062 0.89 0.68 -0.49
O 1.534 -1.857 4.604 -0.64 -1.53 0.01
H 0.275 -2.882 2.561 -0.01 0.39 -0.55
H 1.580 -3.638 2.347 1.40 0.39 -0.01
O 0.643 -3.734 2.342 -1.25 -0.94 -0.01
H -4.533 -3.180 1.121 0.22 -0.31 0.53
H 4.021 1.104 2.335 -0.19 -0.36 0.18
H -4.419 0.097 -3.358 -0.29 0.29 -1.19
H 0.474 -0.289 0.090 1.07 0.90 0.12
H 1.714 2.764 -0.077 0.05 -0.38 -0.09
H 1.457 -2.800 4.326 0.08 0.61 0.65
O -4.528 1.736 2.555 -1.49 -1.09 -0.70
H -5.170 1.375 1.898 0.75 0.64 0.30
H -4.443 0.945 3.093 0.39 -0.23 0.37
O -3.798 -4.193 -1.319 -0.01 0.34 -0.47
H -2.898 -3.984 -1.015 0.16 -1.23 0.60
H -4.019 -5.056 -0.987 0.11 -0.34 0.42
O -2.810 -1.983 -2.158 -0.46 2.40 1.15
H -3.182 -2.734 -1.702 0.01 -0.35 -1.17
H -2.426 -2.043 -3.024 0.47 -0.96 -0.72
O -1.173 5.596 -1.204 0.29 1.05 -0.73
H -1.697 5.406 -1.988 -0.52 -0.66 0.12
H -0.656 6.309 -1.623 0.24 -0.14 0.64
O -0.169 5.457 -4.163 -0.11 0.61 -0.55
H -0.218 4.820 -3.460 0.24 -0.60 0.66
H 0.077 4.907 -4.920 -0.10 0.05 0.18
O -0.715 2.757 -1.537 0.49 -0.55 -0.78
H -1.199 2.141 -0.993 -0.19 -0.41 0.34
H -0.168 2.096 -2.037 -0.32 0.58 0.19
O -0.999 -1.770 -4.350 0.95 -1.31 -0.70
H -0.202 -2.243 -4.000 -0.35 0.73 0.54
H -0.984 -2.152 -5.251 -0.46 0.63 0.44